Entry 1:
Computed, not measured: a cluster of 13 separate species, C36H98O13 in total at a distorted geometry, with wB97M-V/def2-TZVPD.

```
147
C36H98O13, DFT wB97M-V/def2-TZVPD
C -1.59 3.29 -1.13
C -2.76 3.39 -2.04
O -2.40 3.28 -3.44
H -0.83 3.96 -1.59
H -1.24 2.29 -1.11
H -1.86 3.54 -0.07
H -3.20 4.37 -1.96
H -3.49 2.59 -1.90
H -2.55 4.14 -3.86
C 5.84 2.34 -2.12
C 5.64 1.28 -1.09
O 4.85 1.75 0.03
H 6.69 1.99 -2.72
H 6.11 3.22 -1.56
H 5.00 2.58 -2.81
H 6.55 0.84 -0.72
H 5.17 0.41 -1.45
H 4.88 1.23 0.85
C -3.52 -2.90 2.33
C -2.97 -2.98 0.90
O -1.71 -3.64 0.97
H -3.63 -3.92 2.69
H -4.47 -2.32 2.40
H -2.85 -2.52 3.08
H -2.80 -1.96 0.48
H -3.66 -3.50 0.17
H -1.10 -3.16 0.38
C 0.79 1.87 4.87
C 0.91 2.75 3.61
C 1.22 4.23 3.89
O 1.94 2.19 2.81
H 0.07 2.32 5.53
H 1.78 1.71 5.41
H 0.54 0.85 4.66
H -0.04 2.71 3.02
H 1.47 4.68 2.93
H 2.06 4.28 4.61
H 0.26 4.71 4.30
H 2.22 2.79 2.06
C 2.22 3.48 -1.11
C 2.84 4.58 -0.26
C 1.99 5.84 0.00
O 3.23 4.10 1.07
H 1.33 2.96 -0.70
H 2.94 2.68 -1.15
H 1.99 3.83 -2.11
H 3.79 4.86 -0.72
H 2.64 6.51 0.54
H 1.16 5.52 0.52
H 1.86 6.23 -1.03
H 3.93 3.45 0.81
C -6.46 0.76 -2.66
C -5.64 -0.34 -2.04
C -5.96 -0.79 -0.60
O -5.84 -1.50 -2.87
H -7.52 0.47 -2.70
H -6.13 0.90 -3.67
H -6.47 1.74 -2.11
H -4.59 -0.08 -2.14
H -5.75 -0.01 0.10
H -5.33 -1.61 -0.33
H -7.00 -1.16 -0.54
H -4.93 -1.81 -2.96
C 4.03 -1.06 3.67
C 5.02 0.07 3.56
C 6.33 -0.41 3.06
O 4.58 1.06 2.63
H 4.22 -1.66 4.53
H 4.10 -1.75 2.84
H 3.01 -0.64 3.73
H 5.19 0.53 4.51
H 6.20 -0.91 2.07
H 6.72 -1.06 3.82
H 7.15 0.31 2.94
H 3.81 1.49 2.98
C 0.66 2.50 -5.87
C 0.75 1.28 -5.04
C 2.17 0.76 -4.88
O 0.20 1.38 -3.66
H 1.14 3.40 -5.47
H -0.38 2.86 -5.93
H 1.05 2.27 -6.85
H 0.22 0.44 -5.63
H 2.90 1.57 -4.64
H 2.52 0.29 -5.82
H 2.25 0.04 -4.07
H -0.52 2.02 -3.75
C -5.46 0.57 3.18
C -4.21 1.48 3.21
C -3.77 1.82 1.85
O -4.51 2.68 3.94
H -6.26 0.99 2.54
H -5.86 0.40 4.16
H -5.18 -0.41 2.96
H -3.44 0.88 3.69
H -3.62 0.91 1.28
H -2.80 2.36 1.85
H -4.50 2.44 1.32
H -4.80 2.41 4.82
C -2.47 -0.53 -4.37
C -2.12 -1.42 -3.16
C -1.77 -2.83 -3.51
O -0.98 -0.83 -2.44
H -3.49 -0.64 -4.80
H -1.71 -0.77 -5.19
H -2.34 0.51 -4.11
H -2.94 -1.44 -2.47
H -2.55 -3.29 -4.20
H -1.62 -3.46 -2.65
H -0.82 -2.74 -4.05
H -0.67 -0.08 -2.96
C 0.22 -5.94 -1.40
C 1.60 -5.47 -1.83
C 1.55 -5.17 -3.37
O 1.96 -4.37 -1.05
H -0.50 -5.20 -1.76
H 0.10 -6.05 -0.35
H -0.06 -6.93 -1.80
H 2.39 -6.27 -1.74
H 2.47 -5.02 -3.90
H 0.81 -4.36 -3.44
H 1.08 -6.01 -3.86
H 1.17 -3.77 -0.97
C 1.12 -4.47 3.84
C -0.16 -3.94 4.46
C -0.05 -2.39 4.57
O -1.29 -4.32 3.71
H 1.34 -4.11 2.84
H 1.13 -5.54 3.71
H 1.97 -4.25 4.46
H -0.24 -4.39 5.47
H 0.63 -2.14 5.40
H -1.02 -2.01 4.97
H 0.19 -1.92 3.61
H -1.22 -4.03 2.81
C 2.31 -0.93 -0.54
C 1.17 -1.42 0.26
C 0.29 -0.32 0.77
O 0.23 -2.28 -0.55
H 2.97 -0.25 -0.01
H 2.05 -0.38 -1.43
H 2.97 -1.77 -0.77
H 1.56 -2.02 1.06
H -0.02 0.35 -0.04
H 0.90 0.37 1.43
H -0.54 -0.64 1.38
H -0.11 -1.75 -1.29
```

Its multiplicity is 1. The value obtained for the energy relative to the best compared isomer or geometry (same formula, charge and spin) is 27.6 kcal/mol. For the HOMO-LUMO gap, the calculation gives 9.568 eV. As for the LUMO energy: 0.224 eV. The electronic energy comes out at -2408.45183 hartree.

=====

Entry 2:
Computed, not measured: a structure of composition C36H99AgClN9O13 at a distorted geometry, with wB97M-V/def2-TZVPD.

```
159
C36H99AgClN9O13, DFT wB97M-V/def2-TZVPD
Ag 3.44 -1.08 3.39
Cl 1.19 -0.09 0.25
O 2.19 0.17 1.30
O 1.77 0.23 -1.00
O 0.97 -1.47 0.34
O -0.04 0.62 0.55
C -2.12 -1.94 1.54
C -3.54 -2.27 1.17
C -3.76 -3.82 1.10
O -5.06 -4.08 0.59
C -5.43 -5.42 0.42
N -4.40 -1.67 2.13
H -1.48 -2.62 0.98
H -1.90 -2.09 2.59
H -1.87 -0.89 1.39
H -3.73 -1.77 0.21
H -3.77 -4.27 2.10
H -2.94 -4.32 0.59
H -6.12 -5.64 -0.39
H -5.87 -5.62 1.40
H -4.58 -6.09 0.27
H -4.32 -2.12 3.03
H -5.33 -1.97 1.87
C 1.85 -4.20 -2.40
C 2.95 -3.95 -1.33
C 4.24 -4.83 -1.57
O 3.81 -6.15 -1.45
C 4.79 -7.06 -1.72
N 3.36 -2.54 -1.38
H 2.08 -3.69 -3.33
H 0.83 -3.86 -2.21
H 1.83 -5.25 -2.66
H 2.66 -4.24 -0.32
H 4.93 -4.50 -0.80
H 4.61 -4.66 -2.58
H 5.58 -6.99 -0.98
H 5.25 -6.88 -2.69
H 4.29 -8.02 -1.81
H 3.70 -2.28 -2.30
H 2.51 -2.01 -1.26
C 6.21 -2.73 0.49
C 5.49 -1.96 1.60
C 5.77 -0.51 1.61
O 5.00 0.12 2.63
C 5.10 1.55 2.62
N 4.07 -2.29 1.53
H 6.21 -3.81 0.68
H 7.23 -2.39 0.31
H 5.77 -2.52 -0.48
H 5.87 -2.31 2.55
H 5.60 -0.09 0.62
H 6.84 -0.41 1.80
H 4.64 2.05 1.78
H 6.14 1.86 2.76
H 4.56 1.92 3.49
H 4.05 -3.30 1.66
H 3.82 -2.16 0.56
C 1.74 0.11 -4.62
C 3.22 0.53 -4.60
C 3.71 0.96 -5.97
O 3.84 -0.21 -6.75
C 3.63 -0.06 -8.16
N 3.24 1.64 -3.74
H 1.34 -0.36 -3.72
H 1.47 -0.55 -5.45
H 1.10 0.97 -4.79
H 3.91 -0.19 -4.16
H 4.67 1.47 -6.04
H 3.03 1.66 -6.45
H 4.42 0.56 -8.58
H 2.72 0.45 -8.46
H 3.60 -1.04 -8.65
H 2.71 2.37 -4.19
H 2.85 1.46 -2.83
C -5.93 2.95 4.00
C -6.38 2.63 2.60
C -5.31 1.80 1.82
O -4.20 2.60 1.38
C -3.16 1.91 0.69
N -7.71 1.97 2.56
H -4.99 3.51 3.98
H -5.83 1.99 4.51
H -6.72 3.46 4.55
H -6.43 3.59 2.09
H -5.79 1.41 0.92
H -4.96 0.97 2.44
H -2.50 2.71 0.34
H -3.47 1.26 -0.13
H -2.73 1.16 1.35
H -8.10 2.23 1.67
H -8.26 2.46 3.25
C 1.23 -2.47 5.65
C 0.67 -1.94 4.35
C 0.48 -0.40 4.41
O 1.82 0.19 4.45
C 1.68 1.55 4.89
N 1.57 -2.35 3.27
H 1.40 -3.55 5.69
H 0.51 -2.35 6.46
H 2.15 -1.96 5.93
H -0.35 -2.32 4.28
H -0.05 -0.15 5.34
H -0.09 -0.14 3.52
H 2.65 2.02 4.68
H 1.49 1.65 5.96
H 0.93 2.15 4.37
H 1.42 -3.33 3.12
H 1.16 -1.97 2.43
C -1.32 3.15 3.16
C -0.61 4.47 3.37
C -0.37 5.12 2.00
O 0.52 6.28 2.10
C 0.80 6.91 0.87
N -1.48 5.30 4.20
H -2.38 3.33 2.96
H -1.41 2.59 4.09
H -0.87 2.50 2.41
H 0.31 4.45 3.95
H -1.29 5.37 1.47
H 0.13 4.42 1.33
H -0.15 7.34 0.57
H 1.24 6.28 0.09
H 1.53 7.71 1.00
H -2.41 5.40 3.80
H -1.62 4.79 5.06
C -2.65 -5.42 -2.83
C -3.22 -3.97 -2.99
C -2.12 -2.90 -2.59
O -2.72 -1.65 -2.36
C -1.74 -0.64 -2.12
N -3.78 -3.85 -4.31
H -1.59 -5.48 -3.06
H -3.19 -6.16 -3.43
H -2.74 -5.82 -1.82
H -4.05 -3.79 -2.30
H -1.36 -3.03 -3.37
H -1.59 -3.24 -1.70
H -1.16 -0.54 -3.04
H -1.03 -1.01 -1.38
H -2.23 0.31 -1.90
H -4.41 -4.62 -4.45
H -4.19 -2.95 -4.50
C -0.93 7.01 -3.15
C -1.95 6.22 -2.42
C -1.27 5.09 -1.64
O -0.42 4.22 -2.47
C 0.00 3.05 -1.81
N -2.61 7.16 -1.57
H -0.45 6.50 -3.99
H -0.13 7.29 -2.46
H -1.33 7.92 -3.58
H -2.73 5.89 -3.11
H -2.04 4.54 -1.11
H -0.56 5.52 -0.94
H -0.83 2.40 -1.55
H 0.63 3.24 -0.94
H 0.66 2.45 -2.44
H -3.34 6.72 -1.03
H -1.90 7.42 -0.90
```

Its multiplicity is 2. For the HOMO-LUMO gap (spin up / spin down), the calculation gives 6.836 / 3.272 eV. As for the LUMO energy (spin up / spin down): -3.393 / -6.957 eV. The electronic energy comes out at -3508.30844 hartree. As for the expectation value of S²: 0.76. As for the total charge: +1.

=====

Question: What is the formula in the second record?
Answer: C36H99AgClN9O13